Molecular formula: C37H91Cu2N6O15
Method: DFT, the ωB97M-V functional and the def2-TZVPD basis

Properties
Kohn-Sham gap ... 8.05 eV
E ... -168765.8009 eV
Energy above the lowest of the compared OMol25 structures with the same formula, charge and spin ... 0.0 kcal per mole
E_HOMO ... -10.073 eV
Total charge ... +1

XYZ file:
```
151
Properties=species:S:1:pos:R:3:mulliken_charge:R:1
Cu -0.40296 2.13856 2.86474 -0.194
Cu 1.28312 3.30900 -0.70174 0.390
O 0.01230 0.04508 -0.42757 0.428
C 0.03774 0.74842 0.76373 0.767
O -0.13004 0.09646 1.83742 -0.792
O 0.27910 2.00206 0.78456 -0.472
H -0.32591 -0.78937 -0.00510 -0.224
C 0.87887 -2.38187 -2.31341 -0.009
O 1.61659 -3.09574 -3.23952 -0.430
C 2.05870 -2.27016 -4.28152 0.108
C 2.76848 -3.10575 -5.31829 -1.038
N 1.90718 -4.10557 -5.89289 -0.356
C 2.64037 -4.98103 -6.82179 -0.632
C 1.67661 -6.03349 -7.28965 -0.590
O 1.29428 -6.82030 -6.18808 -0.324
C 0.30025 -7.76976 -6.52286 -0.749
H 1.46291 -1.56377 -1.87611 -0.422
H 0.54983 -3.01172 -1.48611 0.369
H -0.04161 -1.99097 -2.76355 0.338
H 2.74648 -1.50534 -3.88046 0.051
H 1.26544 -1.71681 -4.81198 0.211
H 3.66584 -3.58658 -4.88985 0.449
H 3.10934 -2.37738 -6.06368 0.324
H 1.54990 -4.70187 -5.15184 0.275
H 3.49037 -5.41278 -6.27562 0.361
H 2.95114 -4.38775 -7.68198 0.342
H 2.12973 -6.70436 -8.03698 0.469
H 0.82489 -5.55176 -7.78815 0.347
H 0.55587 -8.30079 -7.44734 0.307
H -0.67903 -7.28357 -6.56134 0.300
H 0.28483 -8.52962 -5.74084 0.237
C -4.25974 -5.44532 1.24543 -0.701
O -3.25628 -4.68713 0.62424 -0.345
C -2.91521 -3.51062 1.32223 -0.439
C -3.81197 -2.34205 0.95152 0.180
N -3.42288 -1.68863 -0.30609 0.303
C -3.80014 -2.42128 -1.50040 -0.925
C -3.49918 -1.72175 -2.81450 -0.343
O -4.38682 -0.64928 -2.97880 -0.302
C -4.53814 -0.19528 -4.32044 -0.771
H -5.20579 -4.86944 1.27766 0.277
H -3.99950 -5.67508 2.28539 0.287
H -4.55814 -6.34341 0.71161 0.293
H -1.88549 -3.27470 1.04184 -0.042
H -2.88852 -3.66049 2.41120 0.551
H -3.66397 -1.57663 1.72938 -0.565
H -4.89458 -2.53822 1.01892 0.451
H -3.79789 -0.74963 -0.35351 -0.123
H -4.89170 -2.60812 -1.53862 0.261
H -3.37137 -3.42191 -1.48651 0.634
H -3.59115 -2.53373 -3.55629 0.486
H -2.44658 -1.40331 -2.91595 -0.052
H -5.22926 0.63403 -4.26182 0.232
H -4.77206 -1.00635 -5.02025 0.399
H -3.56998 0.14642 -4.73069 0.227
C 3.00390 -1.86132 0.93281 0.008
O 4.21472 -1.17034 0.97624 -0.318
C 5.28291 -1.84320 0.31144 -0.303
C 5.69492 -3.18310 0.93409 -1.032
N 6.19611 -3.20242 2.28549 -0.259
C 5.36474 -2.61551 3.31635 -0.196
C 5.97743 -2.85369 4.67719 -0.636
O 5.27771 -2.03050 5.58282 -0.207
C 5.60034 -2.29145 6.92235 -0.821
H 2.99270 -2.50669 0.04846 0.373
H 2.15228 -1.18082 0.96941 -0.480
H 2.86007 -2.49259 1.81917 0.143
H 6.08261 -1.10649 0.25974 0.430
H 4.91314 -2.10979 -0.69595 0.300
H 6.47679 -3.53353 0.24945 0.487
H 4.87232 -3.89705 0.83752 0.317
H 7.12504 -2.80428 2.34914 0.299
H 4.37843 -3.08204 3.27951 0.041
H 5.20602 -1.54459 3.15809 0.248
H 7.06132 -2.67748 4.64626 0.349
H 5.80745 -3.89900 4.97236 0.325
H 6.67017 -2.22737 7.15596 0.341
H 5.25691 -3.29599 7.21002 0.355
H 5.08699 -1.55669 7.54033 0.203
C -3.50225 6.52988 5.15417 -0.920
O -2.64021 6.25324 4.08502 -0.186
C -2.64625 7.28518 3.13689 -0.864
C -1.76029 6.88622 1.96973 -0.563
N -2.05980 5.55704 1.50891 -0.105
C -1.08515 5.03589 0.54622 1.314
C -0.96998 5.83811 -0.73230 -1.208
O 0.07063 5.20366 -1.46167 -0.110
C 0.19894 5.64024 -2.80478 -0.878
H -4.55316 6.56005 4.84464 0.372
H -3.25632 7.47433 5.65448 0.360
H -3.38697 5.73602 5.89179 0.234
H -2.20709 8.18323 3.60239 0.425
H -3.65482 7.61737 2.86268 0.419
H -0.70757 7.06294 2.27035 0.315
H -1.90826 7.67315 1.21879 0.379
H -2.01438 4.93425 2.30907 0.007
H -1.32563 3.99294 0.36469 -1.430
H -0.08527 5.09388 1.02956 0.331
H -0.77230 6.89729 -0.55781 0.742
H -1.90493 5.74906 -1.30599 0.284
H -0.70988 5.39342 -3.37915 0.267
H 0.97657 5.03015 -3.26717 0.221
H 0.39574 6.70362 -2.95641 0.333
C -3.28863 2.26303 1.08091 -0.551
O -2.63940 2.42046 2.31783 0.643
C -3.39501 1.91123 3.39557 -0.383
C -2.72463 2.33644 4.66456 -1.079
N -1.36800 1.74688 4.88682 -0.085
C -1.46365 0.28715 5.04573 -0.294
C -0.08399 -0.35478 5.10620 -0.636
O 0.42342 -0.18734 6.40253 -0.414
C 1.60726 -0.90751 6.60893 -0.794
H -4.28474 2.71674 1.09164 0.458
H -3.41904 1.19020 0.88644 0.024
H -2.71570 2.69403 0.27030 -0.237
H -3.58169 0.83467 3.30412 0.208
H -4.39551 2.36160 3.33814 0.443
H -3.35476 2.07114 5.52339 0.550
H -2.68039 3.42667 4.65616 0.245
H -1.17072 2.10105 5.82231 0.286
H -1.93801 -0.17651 4.18119 0.205
H -1.99201 -0.02334 5.95364 0.393
H 0.62745 0.12402 4.41834 0.171
H -0.22592 -1.39467 4.77689 0.474
H 2.33854 -0.70315 5.81352 0.304
H 1.44738 -1.99412 6.57785 0.341
H 2.02864 -0.64845 7.57382 0.305
C 4.33755 1.89502 -0.80783 -0.892
O 3.22015 2.26328 -1.59496 -0.360
C 2.70875 1.18296 -2.36822 -0.366
C 1.50525 1.50635 -3.20381 -0.725
N 0.33836 2.02890 -2.48745 1.669
C -0.80871 2.22363 -3.39031 -1.492
C -2.01697 2.70771 -2.59379 2.051
O -3.04838 2.91581 -3.51813 -0.520
C -4.32045 3.03244 -2.91812 -0.736
H 5.00678 1.15241 -1.24480 0.354
H 3.99593 1.50213 0.15481 0.303
H 4.88522 2.81707 -0.62421 0.311
H 2.44803 0.36152 -1.67797 -0.027
H 3.49537 0.79579 -3.02791 0.567
H 1.27411 0.59988 -3.78130 0.192
H 1.74678 2.29306 -3.92894 0.499
H 0.03088 1.33231 -1.80525 -0.389
H -1.05979 1.28468 -3.90257 0.457
H -0.54314 2.97923 -4.13462 0.409
H -1.72940 3.62939 -2.07299 -1.110
H -2.26291 1.94346 -1.83859 -0.068
H -5.11613 3.26396 -3.62919 0.315
H -4.35010 3.89605 -2.23626 0.267
H -4.63879 2.11266 -2.41459 0.191
```